(1)
DFT (ωB97M-V with the def2-TZVPD basis set) results for C34H42BN9ReS as an isolated structure.

For the orbital gap (alpha / beta), the calculation gives 6.04 / 6.05 eV. The calculation puts the largest force on an atom at 3.0 eV Å⁻¹. Its energy relative to the best compared isomer or geometry (same formula, charge and spin) is 7.0 kcal/mol. Its spin multiplicity is 2. The calculation puts the LUMO energy (alpha / beta) at -0.147 / -0.246 eV.

Last column: Mulliken spin population.
Geometry (Å):
Re1 0.838 -0.706 -0.931  1.05
C1 -3.099 1.088 -0.560  -0.01
C2 -1.729 0.942 -0.776  0.03
N1 -1.031 -0.067 -0.281  0.02
C3 -1.649 -0.982 0.522  0.03
C4 -3.009 -0.835 0.881  -0.01
C5 -3.739 0.204 0.268  0.01
C6 -3.581 -1.742 1.796  0.02
C7 -2.841 -2.810 2.228  -0.01
C8 -1.540 -3.045 1.762  0.02
C9 -0.897 -2.145 0.918  -0.02
N2 0.346 -2.231 0.333  -0.02
C10 1.214 -3.300 0.337  -0.01
C11 1.253 -4.395 1.194  0.04
C12 2.140 -5.457 0.981  -0.03
C13 3.018 -5.465 -0.070  0.04
C14 3.097 -4.336 -0.911  -0.02
C15 4.024 -4.231 -1.969  0.04
C16 4.090 -3.070 -2.694  -0.03
C17 3.242 -2.011 -2.371  0.05
N3 2.335 -2.084 -1.406  -0.03
C18 2.229 -3.242 -0.681  0.03
H1 -3.630 1.895 -1.046  0.00
H2 -1.181 1.632 -1.400  0.00
H3 -4.806 0.269 0.444  0.00
H4 -4.603 -1.595 2.121  0.00
H5 -3.281 -3.513 2.924  0.00
H6 -1.072 -3.966 2.060  0.01
H7 0.627 -4.424 2.068  0.01
H8 2.121 -6.294 1.667  0.00
H9 3.670 -6.309 -0.251  0.00
H10 4.679 -5.064 -2.189  0.00
H11 4.798 -2.954 -3.502  0.00
H12 3.296 -1.069 -2.900  0.01
B1 -0.778 0.507 -4.048  0.00
N4 -1.132 -0.877 -3.428  0.00
C19 -2.196 -1.578 -3.837  0.00
C20 -2.202 -2.802 -3.191  0.00
C21 -1.070 -2.763 -2.383  -0.01
N5 -0.436 -1.595 -2.533  0.03
N6 0.589 1.079 -3.557  0.00
C22 1.225 2.017 -4.272  0.01
C23 2.417 2.330 -3.646  0.00
C24 2.437 1.509 -2.525  0.01
N7 1.322 0.767 -2.472  0.03
H13 -0.680 0.352 -5.239  0.00
H14 -1.660 1.292 -3.776  0.00
H15 -2.874 -1.167 -4.566  0.00
H16 -2.916 -3.600 -3.297  0.00
H17 -0.687 -3.526 -1.725  0.00
H18 0.801 2.400 -5.185  0.00
H19 3.159 3.042 -3.962  0.00
H20 3.190 1.406 -1.763  0.00
C25 1.936 -0.730 2.675  -0.02
C26 2.695 0.131 1.656  -0.04
C27 3.991 -0.598 1.249  -0.03
C28 3.065 1.456 2.336  -0.01
C29 1.896 0.385 0.393  -0.26
H21 2.515 -0.817 3.598  0.00
H22 1.761 -1.732 2.290  0.00
H23 0.975 -0.268 2.912  0.01
H24 4.552 -0.896 2.138  0.00
H25 4.620 0.056 0.641  0.00
H26 3.760 -1.491 0.670  0.01
H27 3.664 1.281 3.233  0.00
H28 2.161 1.995 2.624  0.00
H29 3.638 2.095 1.660  0.00
H30 1.960 1.453 0.142  0.04
C30 -1.460 5.025 -0.200  0.00
N8 -2.161 4.693 1.034  0.00
C31 -2.370 5.878 1.863  0.00
C32 -1.692 3.572 1.730  0.00
S1 -0.161 2.958 1.493  0.00
N9 -2.574 3.048 2.614  0.00
C33 -3.974 3.425 2.640  0.00
C34 -2.191 1.997 3.541  0.00
H31 -2.035 5.795 -0.716  0.00
H32 -1.395 4.143 -0.832  0.00
H33 -0.444 5.389 -0.019  0.00
H34 -1.411 6.307 2.177  0.00
H35 -2.945 5.637 2.754  0.00
H36 -2.914 6.621 1.281  0.00
H37 -4.204 4.050 1.783  0.00
H38 -4.229 3.959 3.561  0.00
H39 -4.587 2.525 2.587  0.00
H40 -1.354 1.437 3.135  0.00
H41 -3.032 1.321 3.690  0.00
H42 -1.897 2.421 4.505  0.00

=====

(2)
DFT (ωB97M-V with the def2-TZVPD basis set) results for C34H42N3O2SbSeSn as an isolated structure.

For the orbital gap, the calculation gives 6.45 eV. The calculation puts the largest force on an atom at 1.9 eV Å⁻¹. Its energy relative to the best compared isomer or geometry (same formula, charge and spin) is 1.9 kcal/mol. Its spin multiplicity is 1. The calculation puts the LUMO energy at -1.169 eV.

Last column: Löwdin charge in e.
Geometry (Å):
Sn1 1.283 -1.844 -0.640  0.91
O1 1.912 -0.015 6.412  -0.03
C1 1.071 -0.892 6.189  -0.69
O2 0.218 -1.479 6.862  -0.01
C2 1.115 -1.295 4.689  -0.07
C3 2.063 -0.765 3.848  0.03
C4 2.052 -1.051 2.504  -0.22
N1 1.026 -1.767 1.940  0.03
C5 0.103 -2.318 2.771  -0.22
C6 0.117 -2.067 4.127  0.05
C7 -1.001 -3.095 2.142  -0.24
C8 -1.978 -3.723 2.922  0.01
C9 -3.008 -4.394 2.298  -0.03
C10 -3.058 -4.415 0.890  -0.05
C11 -1.998 -3.876 0.238  -0.15
N2 -0.984 -3.226 0.837  0.06
C12 3.124 -0.535 1.618  -0.23
C13 4.048 0.435 1.952  0.00
C14 5.158 0.669 1.136  -0.03
C15 5.382 -0.151 0.052  -0.03
C16 4.362 -1.025 -0.300  -0.17
N3 3.229 -1.160 0.433  -0.06
H1 2.839 -0.147 4.357  0.14
H2 -0.634 -2.465 4.786  0.11
H3 -1.966 -3.658 3.992  0.11
H4 -3.830 -4.785 2.831  0.10
H5 -3.853 -4.878 0.328  0.11
H6 -1.928 -4.003 -0.815  0.10
H7 3.864 0.980 2.900  0.14
H8 5.790 1.525 1.385  0.13
H9 6.219 -0.069 -0.578  0.10
H10 4.500 -1.661 -1.126  0.05
C17 0.096 3.847 -0.961  -0.11
C18 0.833 2.520 -0.976  -0.65
C19 2.136 2.583 -0.144  -0.11
C20 1.186 2.165 -2.420  -0.15
Sb1 -0.447 0.828 -0.139  1.57
C21 -2.190 0.633 -1.492  -0.70
C22 -2.728 1.949 -2.005  -0.11
C23 -3.257 -0.141 -0.753  -0.13
C24 -1.754 -0.225 -2.680  -0.14
C25 -1.287 1.544 1.730  -0.69
C26 -2.278 2.711 1.553  -0.09
C27 -0.084 1.940 2.587  -0.11
C28 -1.922 0.348 2.407  -0.12
H11 0.750 4.537 -1.486  0.08
H12 0.009 4.278 0.025  0.07
H13 -0.836 3.853 -1.513  0.06
H14 2.723 3.418 -0.510  0.08
H15 2.768 1.708 -0.333  0.06
H16 2.022 2.782 0.935  0.07
H17 1.679 2.997 -2.962  0.10
H18 0.268 1.949 -2.951  0.05
H19 1.871 1.323 -2.465  -0.02
H20 -3.055 2.636 -1.216  0.07
H21 -3.578 1.792 -2.675  0.09
H22 -1.973 2.484 -2.650  0.08
H23 -3.665 0.294 0.165  0.07
H24 -2.930 -1.127 -0.441  0.06
H25 -4.078 -0.321 -1.403  0.08
H26 -0.858 0.142 -3.214  0.05
H27 -2.601 -0.267 -3.402  0.10
H28 -1.634 -1.281 -2.323  0.08
H29 -1.895 3.707 1.251  0.08
H30 -2.803 2.902 2.470  0.08
H31 -3.054 2.368 0.876  0.05
H32 0.248 2.925 2.277  0.06
H33 0.790 1.234 2.505  0.07
H34 -0.381 1.929 3.637  0.10
H35 -2.716 -0.115 1.849  0.05
H36 -2.307 0.628 3.384  0.10
H37 -1.125 -0.404 2.569  0.06
Se1 2.614 -1.099 -2.915  0.58
C29 1.233 -1.015 -4.165  -0.70
C30 0.280 -2.007 -4.285  -0.17
C31 -0.788 -1.780 -5.126  -0.11
C32 -0.924 -0.584 -5.856  -0.10
C33 0.108 0.322 -5.793  -0.10
C34 1.209 0.121 -4.988  -0.16
H38 0.235 -2.893 -3.646  0.10
H39 -1.577 -2.488 -5.279  0.10
H40 -1.715 -0.472 -6.606  0.11
H41 0.125 1.162 -6.470  0.10
H42 2.019 0.811 -4.955  0.09

=====

(3)
DFT (ωB97M-V with the def2-TZVPD basis set) results for C34H42N7O3SSiV as an isolated structure.

For the orbital gap (alpha / beta), the calculation gives 5.82 / 6.34 eV. The calculation puts the largest force on an atom at 1.3 eV Å⁻¹. Its energy relative to the best compared isomer or geometry (same formula, charge and spin) is 5.0 kcal/mol. Its spin multiplicity is 4. As for the net charge: +1. The calculation puts the LUMO energy (alpha / beta) at -2.938 / -3.297 eV.

Last column: Mulliken spin population.
Geometry (Å):
V1 -0.067 0.132 0.408  2.12
N1 -1.330 1.556 -2.207  0.03
N2 -1.437 0.673 -3.276  0.00
C1 -1.473 -0.655 -3.077  0.00
N3 -1.626 -1.388 -4.187  0.00
S1 -1.371 -1.413 -1.566  -0.03
H1 -2.223 1.993 -2.010  0.00
H2 -0.628 2.258 -2.401  0.00
H3 -1.609 1.039 -4.202  0.00
H4 -1.635 -0.983 -5.108  0.00
H5 -1.601 -2.389 -4.101  0.00
O1 5.474 5.981 1.391  0.00
C2 5.382 4.736 0.869  0.00
O2 6.369 4.157 0.525  0.00
C3 4.005 4.148 0.746  0.01
C4 2.929 4.554 1.524  0.00
C5 1.694 3.936 1.403  0.03
C6 1.513 2.911 0.480  -0.04
C7 2.592 2.505 -0.292  0.04
C8 3.829 3.109 -0.158  -0.01
N4 0.267 2.210 0.365  0.26
C9 -0.827 2.909 0.632  0.06
C10 -2.049 2.211 0.774  0.26
C11 -3.288 2.858 0.923  0.02
C12 -4.431 2.116 0.994  0.06
C13 -4.334 0.711 0.912  0.04
C14 -3.108 0.133 0.788  0.08
N5 -1.944 0.844 0.739  0.00
H6 4.594 6.353 1.530  0.00
H7 3.045 5.319 2.285  0.00
H8 0.892 4.224 2.070  0.01
H9 2.471 1.687 -0.988  -0.01
H10 4.677 2.770 -0.739  0.00
H11 -0.808 3.988 0.729  0.02
H12 -3.310 3.940 0.980  0.00
H13 -5.393 2.597 1.113  0.00
H14 -5.214 0.084 0.945  0.00
H15 -3.015 -0.940 0.720  0.03
C15 1.944 1.723 4.287  0.00
Si1 1.086 0.275 3.502  0.00
C16 1.591 -1.269 4.418  0.01
C17 -0.733 0.589 3.769  0.06
N6 1.367 0.078 1.792  -0.12
C18 2.644 -0.260 1.311  -0.02
C19 3.817 -0.233 2.076  0.00
C20 5.058 -0.554 1.544  0.00
C21 5.179 -0.924 0.215  0.01
C22 4.035 -0.977 -0.575  0.00
C23 2.820 -0.658 -0.014  0.05
O3 1.600 -0.665 -0.783  -0.02
C24 1.758 -0.937 -2.153  0.03
C25 1.881 0.082 -3.067  -0.01
C26 2.062 -0.244 -4.411  0.00
C27 2.119 -1.571 -4.811  0.00
C28 1.986 -2.584 -3.865  0.00
C29 1.806 -2.266 -2.530  0.00
H16 1.574 1.809 5.316  0.00
H17 1.705 2.655 3.767  0.00
H18 3.031 1.637 4.335  0.00
H19 1.017 -1.378 5.345  0.00
H20 2.647 -1.238 4.696  0.00
H21 1.444 -2.166 3.807  0.00
H22 -0.961 0.449 4.831  0.00
H23 -1.400 -0.061 3.201  0.00
H24 -0.981 1.625 3.516  0.00
H25 3.760 0.071 3.111  0.00
H26 5.934 -0.500 2.178  0.00
H27 6.141 -1.168 -0.213  0.00
H28 4.112 -1.258 -1.616  0.00
H29 1.843 1.115 -2.751  0.00
H30 2.178 0.550 -5.138  0.00
H31 2.277 -1.819 -5.853  0.00
H32 2.033 -3.624 -4.165  0.00
H33 1.705 -3.033 -1.774  0.00
C30 -0.529 -4.778 2.639  0.00
C31 -1.581 -3.661 2.581  0.01
C32 -1.915 -3.143 3.985  0.00
C33 -2.853 -4.140 1.867  0.00
C34 -1.010 -2.547 1.792  0.11
N7 -0.567 -1.685 1.181  -0.13
H34 -0.950 -5.612 3.204  0.00
H35 0.379 -4.443 3.142  0.00
H36 -0.267 -5.131 1.641  0.00
H37 -2.317 -3.976 4.562  0.00
H38 -2.665 -2.351 3.948  0.00
H39 -1.030 -2.761 4.493  0.00
H40 -3.263 -4.984 2.423  0.00
H41 -2.642 -4.466 0.848  0.00
H42 -3.609 -3.352 1.838  0.00